The following is a quantum chemistry calculation of C6H9N3O3S as an isolated structure, from the OMol25 dataset.

Calculated values
E   -1022.14518 a.u.
HOMO level   -0.2993 Ha
Kohn-Sham gap   8.06 eV
ΔE to the lowest compared entry with this formula, charge and spin   19.72 kcal per mole
Strongest force on any atom   4.27 eV/A

Each line ends with the natural charge from an NBO analysis.
Atoms and positions in Å:
S  0.82228  -2.32647  0.57300  0.20
O  3.27151  -0.71840  0.78643  -0.58
O  0.34752  2.19922  -0.44135  -0.62
O  0.36970  -0.69726  -1.48377  -0.53
N  2.71211  1.11442  -0.55579  -0.85
N  -1.42203  2.06613  0.96047  -0.78
N  -0.32692  -0.22417  1.93188  -0.38
C  -0.29339  1.54553  0.39503  0.65
C  0.66922  -0.75323  -0.16566  0.00
C  -0.00658  0.15886  0.73723  0.09
C  0.15225  -1.53175  2.18914  -0.31
C  2.52581  0.01455  0.15655  0.71
C  -0.71139  -1.37024  -1.99344  -0.26
H  -1.49416  3.08993  0.81955  0.42
H  -0.55043  -2.13289  2.65475  0.21
H  -1.85009  -1.08089  -1.71478  0.16
H  -0.70610  -1.27186  -3.08919  0.20
H  -1.93716  1.53217  1.63116  0.42
H  3.51580  1.62371  -0.32244  0.38
H  1.07794  -1.40302  2.73917  0.23
H  -0.70029  -2.46897  -1.67780  0.19
H  1.80412  1.74738  -0.62351  0.45